No. 1
Below is a molecular structure, C7H9S4 in a non-equilibrium geometry, with properties calculated with ωB97M-V/def2-TZVPD.

```
! wB97M-V def2-TZVPD RIJCOSX def2/J DEFGRID3
* xyz -1 1
C 2.16085 0.86277 0.15960
C 0.68954 -0.42056 0.22305
C 3.26812 0.13209 -0.03284
C -0.86431 0.93830 -1.10915
C -1.44040 0.42624 1.26362
C -1.50096 -1.43319 -0.34484
C -0.73022 -0.09704 0.04388
S 1.64797 2.42142 0.23811
S 4.75593 0.77210 -0.30851
S 1.18013 -2.01476 0.45856
S 3.17224 -1.62452 0.25175
H -1.80128 1.23618 -1.46901
H -0.27007 1.88173 -1.03701
H -0.35424 0.39036 -1.89904
H -2.56652 0.52705 1.17906
H -1.01718 1.52674 1.47865
H -1.21336 -0.11616 2.22192
H -2.50332 -1.29471 -0.76739
H -1.50329 -1.94451 0.61725
H -1.10962 -2.16953 -1.16765
*
```

For the frontier orbital gap (alpha / beta), the calculation gives 6.21 / 5.53 eV. For the HOMO energy (alpha / beta), the calculation gives -3.230 / -2.909 eV.

No. 2
Below is 21 unconnected molecules or ions with the total composition C80H178F27N14O21P2 in a non-equilibrium geometry, with properties calculated with ωB97M-V/def2-TZVPD.

```
! wB97M-V def2-TZVPD RIJCOSX def2/J DEFGRID3
* xyz 7 1
C -6.88228 0.74191 -1.89344
C -6.98902 0.14284 -3.36155
O -6.74759 0.78960 -4.36179
N -7.40925 -1.31894 -3.51715
H -6.91038 -1.56955 -4.35883
H -7.17502 -1.90407 -2.72794
C -8.94262 -1.38673 -3.62798
H -5.90922 0.48390 -1.47548
H -7.67642 0.39663 -1.23146
H -6.82494 1.82827 -1.96162
H -9.11637 -2.44025 -3.84707
H -9.29471 -0.68763 -4.38653
H -9.29210 -1.15391 -2.62212
C 4.12394 7.80299 -2.32359
C 4.24803 6.47805 -1.62021
O 4.32410 6.43017 -0.40211
N 4.33184 5.32508 -2.60304
H 4.69115 5.61833 -3.50026
H 5.04682 4.72277 -2.22078
C 2.96777 4.59515 -2.76148
H 4.90835 7.95001 -3.06601
H 4.00645 8.62381 -1.61609
H 3.20287 7.78777 -2.90625
H 2.33662 5.28878 -3.31702
H 2.50035 4.34439 -1.80926
H 3.18886 3.66431 -3.28375
C 1.60559 1.42497 7.29181
C 0.96228 0.08124 6.92217
O -0.06761 -0.05861 6.26735
N 1.93495 -1.12459 7.22217
H 2.73827 -0.89726 6.65375
H 2.23361 -1.11568 8.18697
C 1.39405 -2.47043 6.86003
H 1.86892 1.41477 8.34947
H 0.97530 2.27329 7.02500
H 2.53817 1.51342 6.73453
H 1.08172 -2.50302 5.81624
H 0.62287 -2.62894 7.61385
H 2.18833 -3.21602 6.89635
C -0.72159 -9.51826 -5.65707
C -0.07141 -8.80189 -4.51134
O 0.15558 -9.41020 -3.41997
N -0.05874 -7.29330 -4.62608
H 0.14858 -7.06140 -5.58699
H -1.01774 -7.02066 -4.46455
C 1.17498 -6.75327 -3.81141
H -0.25819 -9.17944 -6.58366
H -1.79694 -9.34030 -5.65022
H -0.48838 -10.58196 -5.60979
H 1.07018 -5.68193 -3.64012
H 2.16391 -6.92679 -4.23570
H 1.25477 -7.04957 -2.76550
C 5.84552 5.40340 4.35029
C 5.60805 3.93854 4.50396
O 4.51729 3.39421 4.50464
N 6.87845 3.09285 4.50790
H 7.42011 3.14246 3.65688
H 7.61389 3.47407 5.08574
C 6.68941 1.57849 4.87726
H 5.90657 5.63155 3.28619
H 6.66358 5.78156 4.96338
H 5.01529 6.02870 4.67863
H 6.16850 1.62979 5.83335
H 7.62742 1.02330 4.87962
H 5.98599 1.28503 4.09803
C 3.36550 3.24384 1.27043
C 3.42140 1.95590 0.48076
O 2.50622 1.72091 -0.29927
N 4.59315 1.03751 0.81863
H 5.46463 1.54208 0.74091
H 4.57419 0.74986 1.78662
C 4.70551 -0.14915 -0.14551
H 3.03328 2.91198 2.25410
H 2.65878 3.99585 0.91953
H 4.35576 3.69530 1.33105
H 5.61394 -0.52640 0.32409
H 4.83388 0.16692 -1.18075
H 3.80667 -0.71348 0.10293
C 1.72434 5.99735 3.99749
C 2.64830 6.80927 2.98737
O 3.41773 6.21896 2.24983
N 2.41797 8.32952 2.91104
H 1.44301 8.53262 3.07926
H 2.96529 8.76485 3.63976
C 2.98979 8.90589 1.61299
H 2.27268 5.67412 4.88233
H 1.43048 5.03812 3.57132
H 0.85102 6.57595 4.29854
H 4.06566 8.74921 1.53514
H 2.73914 9.96449 1.54483
H 2.55930 8.44615 0.72337
C -1.76773 3.05693 5.74909
C -1.04369 4.36240 5.77427
O 0.14701 4.51760 6.13448
N -1.97898 5.56848 5.56474
H -1.65412 6.24672 4.89053
H -2.89861 5.33660 5.21745
C -2.34786 6.13672 6.92298
H -1.08587 2.20765 5.70553
H -2.34472 2.97255 4.82819
H -2.47688 2.99958 6.57488
H -1.47225 6.59687 7.38089
H -2.66849 5.37253 7.63102
H -3.08376 6.91337 6.71470
C 0.94338 -0.34450 -5.79726
C 1.07151 0.21623 -7.21063
O 1.57302 -0.41029 -8.10033
N 0.41726 1.55465 -7.45842
H -0.25950 1.41121 -8.19431
H -0.08459 1.83971 -6.62958
C 1.38212 2.69199 -7.96675
H 1.74208 -1.00285 -5.45556
H 0.01902 -0.91930 -5.74016
H 0.83986 0.48451 -5.09717
H 0.71551 3.55423 -7.95009
H 1.64430 2.41560 -8.98800
H 2.22742 2.72130 -7.27921
C -5.19161 -7.77967 -5.38440
C -4.13410 -6.91369 -4.74623
O -2.96391 -7.14190 -4.75787
N -4.68072 -5.56154 -4.20504
H -3.83003 -5.07086 -3.96911
H -5.04003 -4.97133 -4.94169
C -5.61780 -5.73071 -2.98361
H -4.73101 -8.60833 -5.92224
H -5.67637 -7.18274 -6.15691
H -6.04938 -8.09161 -4.78856
H -5.94490 -4.73356 -2.68900
H -5.04553 -6.09186 -2.12910
H -6.45117 -6.39984 -3.19775
C -3.28449 -0.44672 -6.11652
C -4.25848 0.51878 -6.68881
O -5.33960 0.16579 -7.17804
N -3.82418 2.01967 -6.57765
H -2.88274 2.10777 -6.22263
H -3.80826 2.40192 -7.51238
C -4.79064 2.77609 -5.66710
H -2.26620 -0.47055 -6.50462
H -3.82772 -1.38661 -6.21452
H -3.10993 -0.18655 -5.07252
H -4.71099 2.39810 -4.64784
H -5.80743 2.62972 -6.03153
H -4.47225 3.81822 -5.64081
C -0.30582 -4.54472 1.79328
C 0.10017 -3.27561 2.62430
C -1.05519 -2.70711 3.57120
C -1.45765 -3.77788 4.61398
N -2.85667 -3.52947 5.27712
C -2.98910 -4.47376 6.45186
C -4.20037 -5.38256 6.10804
C -4.43177 -5.27513 4.55857
C -3.99629 -3.85056 4.24332
C -2.88556 -2.07145 5.79585
H -1.23102 -5.02305 2.11470
H 0.55476 -5.20414 1.90584
H -0.38108 -4.37610 0.71904
H 0.46231 -2.42820 2.04219
H 0.86839 -3.54839 3.34785
H -1.92044 -2.42730 2.97025
H -0.77671 -1.78443 4.08033
H -0.68018 -4.03674 5.33276
H -1.58787 -4.74169 4.12185
H -3.37075 -3.91083 7.30366
H -2.01539 -4.90175 6.69021
H -5.10448 -5.05345 6.62024
H -3.85401 -6.37632 6.39191
H -5.43232 -5.51931 4.20166
H -3.77999 -6.02020 4.10234
H -4.81029 -3.14984 4.42907
H -3.51130 -3.82354 3.26753
H -3.76793 -1.92664 6.41919
H -2.85165 -1.32860 4.99889
H -2.02511 -2.10094 6.46433
C -0.25026 1.63659 2.70450
C -1.36375 2.09010 1.67989
C -1.86671 1.09502 0.75502
C -0.81471 0.67063 -0.31302
N -1.28064 -0.42596 -1.33329
C -1.39439 -1.87679 -0.75653
C -0.02237 -2.48947 -1.15481
C 0.70037 -1.49152 -2.07833
C -0.23536 -0.47895 -2.51092
C -2.61150 -0.06411 -1.98128
H 0.02811 2.46091 3.36109
H 0.63494 1.33623 2.14387
H -0.43740 0.73227 3.28353
H -0.99070 2.77215 0.91586
H -2.17380 2.59909 2.20222
H -2.71724 1.49365 0.20203
H -2.24769 0.18639 1.22122
H 0.02227 0.28562 0.26950
H -0.62537 1.49814 -0.99673
H -2.17192 -2.43989 -1.27275
H -1.59131 -1.78719 0.31178
H -0.19757 -3.46835 -1.60113
H 0.50721 -2.65291 -0.21623
H 1.18903 -1.98059 -2.92101
H 1.49171 -1.00372 -1.50917
H -0.76289 -0.90587 -3.36389
H 0.36093 0.41153 -2.70991
H -2.75862 0.93636 -2.38810
H -3.35468 -0.05727 -1.18395
H -2.95089 -0.88668 -2.61079
C 3.35419 -3.56396 -1.75839
C 3.46350 -4.51534 -0.48998
C 4.70850 -4.20631 0.34534
C 5.98069 -4.83533 -0.23894
N 7.14181 -4.82245 0.78127
C 6.77383 -5.52308 2.19175
C 6.65954 -4.36878 3.08425
C 7.77471 -3.42034 2.62257
C 7.70948 -3.42617 1.11913
C 8.31221 -5.65690 0.22643
H 3.37026 -2.48565 -1.60000
H 2.45389 -3.67841 -2.36209
H 4.17443 -3.78740 -2.44058
H 3.50074 -5.55514 -0.81484
H 2.55514 -4.51748 0.11250
H 4.52177 -4.55727 1.36026
H 4.85887 -3.12715 0.37564
H 6.45632 -4.26445 -1.03642
H 5.76071 -5.84561 -0.58395
H 7.69220 -6.06591 2.41542
H 5.91274 -6.17672 2.05256
H 6.87925 -4.67189 4.10795
H 5.65755 -3.94076 3.11438
H 8.77118 -3.73743 2.93015
H 7.60047 -2.38542 2.91697
H 8.66159 -3.30631 0.60219
H 7.03279 -2.70935 0.65399
H 8.17419 -6.71662 0.01181
H 9.17548 -5.48468 0.86923
H 8.72300 -5.22654 -0.68688
C -5.36010 -2.94664 -0.42294
O -4.94818 -4.31458 -0.23056
O -6.63894 -3.05211 -0.98023
C -5.09732 -2.08919 0.83947
F -3.74804 -1.77192 1.09395
F -5.49170 -0.80336 0.69283
F -5.59767 -2.64732 1.95664
C -3.63071 -4.64400 -0.00778
C -3.73050 -6.10045 0.59892
H -4.57434 -6.64799 0.17913
H -2.76323 -6.58550 0.46767
H -3.89228 -5.99977 1.67213
H -3.08328 -3.93688 0.61544
H -3.01481 -4.67408 -0.90660
H -4.71967 -2.51659 -1.19300
C -4.94361 4.48534 3.59610
O -4.61041 3.21346 4.03908
O -5.00215 5.22403 4.79846
C -4.13403 5.12107 2.42423
F -2.77498 5.42734 2.65978
F -4.22847 4.35896 1.32134
F -4.64808 6.32338 2.10681
C -5.10620 2.09195 3.28963
C -4.52974 0.84226 3.92643
H -4.69397 0.73579 4.99872
H -4.99357 -0.06370 3.53631
H -3.44047 0.85781 3.96316
H -4.77468 1.98681 2.25661
H -6.19543 2.08655 3.33028
H -6.01812 4.44888 3.41662
C -1.12109 3.16735 -4.12410
O -2.47737 3.26514 -3.71934
O -1.16564 2.25867 -5.19149
C -0.53823 4.62174 -4.36242
F -1.30316 5.32843 -5.19551
F -0.44397 5.30992 -3.22456
F 0.69349 4.50898 -4.96638
C -2.77944 3.73893 -2.40948
C -4.27983 3.89324 -2.29085
H -4.58575 4.04969 -1.25643
H -4.55758 4.77545 -2.86762
H -4.88555 3.07833 -2.68725
H -2.31487 4.71920 -2.30294
H -2.45457 3.17587 -1.53454
H -0.58639 2.74475 -3.27345
C -1.52504 8.71852 3.23537
O -0.69604 7.69367 2.54242
O -2.40913 8.06036 4.12545
C -0.55834 9.91338 3.67695
F -1.16980 10.83939 4.45399
F 0.39138 9.34147 4.44973
F 0.12103 10.60034 2.70994
C -0.94703 7.34846 1.11834
C 0.14653 6.45997 0.66238
H 0.38739 5.56601 1.23764
H -0.13610 6.14674 -0.34266
H 1.02622 7.08462 0.50727
H -1.19694 8.22586 0.52184
H -1.85445 6.75294 1.01809
H -2.15875 9.16641 2.46992
C 5.65506 -0.00042 -5.01052
O 5.21313 -1.02585 -5.90158
O 6.71517 0.67061 -5.64501
C 4.33495 0.86337 -4.62230
F 3.73682 1.34053 -5.72062
F 3.36694 0.28128 -3.89991
F 4.75460 1.96954 -4.00634
C 4.45560 -2.16745 -5.47718
C 3.83096 -2.85099 -6.73057
H 3.38771 -2.00188 -7.25081
H 4.59844 -3.27166 -7.38027
H 3.07895 -3.62189 -6.56235
H 3.64976 -1.87915 -4.80219
H 5.07178 -2.73408 -4.77908
H 6.03889 -0.54943 -4.15066
P 3.68417 -1.04111 3.75979
F 3.21661 -2.50772 4.25204
F 2.14446 -0.72917 4.08948
F 4.05695 -0.66875 5.28124
F 3.96182 0.54658 3.33336
F 5.26496 -1.36981 3.43437
F 3.34319 -1.45119 2.23153
P -1.27746 -4.04701 -5.50434
F -1.31842 -4.81615 -4.05861
F -2.93271 -4.24151 -5.70794
F -1.69304 -2.66141 -4.71641
F -1.18625 -3.18812 -6.90001
F 0.29365 -3.70571 -5.21550
F -0.86644 -5.38828 -6.36089
*
```

For the frontier orbital gap, the calculation gives 2.76 eV. For the HOMO energy, the calculation gives -15.886 eV.

Computed values of M (unit: g mol⁻¹) for the preceding records, in sequence: 221.4; 2247.3.